(1)
140
Properties=species:S:1:pos:R:3:mulliken_charge:R:1 method="wB97M-V/def2-TZVPD" homo_energy_ev=-9.285 lumo_energy_ev=-0.297 charge=0 gap_ev=8.99
C -1.4457 -6.7864 -0.2363 -0.54
H -3.6969 4.8226 0.8314 0.15
C -2.6370 -0.4881 -0.6601 -0.48
H 1.5447 5.3245 -3.7192 0.31
H -1.6281 5.9918 2.3478 0.21
H -3.1103 3.5122 -0.0971 -0.10
H -0.9690 -0.2958 0.7290 0.56
H -1.8484 -6.6302 0.7645 0.35
O 0.7300 5.1443 3.4948 -0.40
C -1.2686 -4.1956 -4.7019 -0.18
O -1.8124 3.9341 2.7377 -0.34
H 1.2391 0.0349 -1.4623 0.20
H 9.6331 0.1272 -0.4401 0.36
H -0.0388 5.6590 -2.6694 0.35
O 1.0451 -2.8974 4.7077 -0.63
H 0.9692 4.3232 0.5518 0.27
O 5.3508 0.4386 -0.4290 -0.28
H 6.4377 -1.2931 -0.1367 0.37
O -1.0542 -4.6763 4.0267 -0.56
H -3.4292 -0.8005 0.0203 0.41
H -2.1993 -4.3271 -4.1500 0.25
H -2.4086 -4.3968 -6.5852 0.37
O -3.9065 -2.7761 5.2574 -0.46
H -6.6173 -3.5570 0.4719 0.29
H -0.6554 -8.7492 -0.2697 0.24
H -5.1656 3.3413 0.3564 0.37
H -2.9110 -0.0694 -1.6285 0.23
C -3.1243 5.4761 -1.0361 -0.26
H -8.6736 -1.8328 1.6208 0.22
H 3.5938 3.1488 -3.1375 -0.20
H 0.9733 -1.8925 -2.6011 0.08
H 2.1172 -1.3572 2.2757 0.35
H 6.5091 0.0991 1.0094 0.22
O -0.3480 0.8422 -0.9014 0.16
O -0.5190 -5.0862 -7.0377 -0.52
O 5.1028 -0.0850 3.4460 -0.54
H -1.7371 -3.0905 2.9192 0.28
H -2.9087 5.1177 -2.0426 0.27
H 6.0385 3.0201 -4.8577 0.38
H -0.5882 -7.4111 -2.5929 0.31
O -0.1347 4.8105 -2.2306 -0.45
H -0.1523 -5.3891 -0.8529 0.29
H -1.1860 0.0055 6.2062 0.32
H 4.1072 5.5740 -3.5584 0.31
H -7.7062 -4.7825 2.1560 0.24
H -1.8120 1.1926 0.5564 0.22
H -4.8512 -2.6261 5.1763 0.25
O 3.9959 2.9881 0.2529 -0.62
H 4.6396 -0.2037 -0.4854 0.07
H 0.9166 3.2829 -2.4386 -0.98
H 0.5183 5.4106 -5.8063 0.35
C -1.6500 -5.0091 -6.0976 -0.58
H 2.5194 -1.6118 -3.4794 0.38
O -2.1260 -1.8189 -1.0331 -0.46
H -2.5331 5.3520 3.7839 0.37
H -1.0458 -3.1386 -4.8475 0.17
C 0.2913 3.8471 -3.1305 1.12
H 1.3986 5.0181 4.1721 0.27
O -2.0568 0.4011 6.1238 -0.53
O 0.0314 5.0453 -5.0640 -0.52
C -1.4064 0.3623 -0.0217 -0.87
C -8.1877 -2.6399 2.1692 -0.40
H -4.6134 6.4908 -1.5801 0.34
H 7.8128 0.2438 -1.6865 0.19
C -0.4705 5.4190 4.1884 -0.61
H -2.0672 -6.2972 -0.9863 0.30
H 4.2943 2.0785 0.1799 0.39
O -6.7806 -2.3059 2.3133 -0.45
H -1.7652 -4.3304 4.5711 0.32
H -1.1755 -1.7028 -1.1022 0.21
C 2.7723 3.3614 -0.3680 0.54
O -3.8179 6.7478 -1.1082 -0.55
C -2.9720 -0.5260 5.5219 -0.36
C -3.7352 4.4020 -0.1735 0.33
H -3.8545 -1.7738 7.0955 0.33
H -2.0844 -5.9879 -5.8939 0.35
H -3.9585 -0.1354 5.2722 0.39
O 1.9947 -0.1630 -2.0205 -0.24
H 1.1305 -0.7100 -5.1203 0.48
O -7.4643 -3.9508 0.2502 -0.50
H -0.6221 3.3430 -3.4464 0.11
C -0.7933 -3.5395 3.2286 -0.63
C 1.0685 -0.3058 -4.1099 -0.44
H 8.0715 1.2699 -0.1933 0.34
C 2.8221 -0.7382 2.8307 -0.41
O 2.6914 0.5768 2.3356 -0.49
C -1.6368 5.2747 3.1686 -0.48
H -0.7440 4.8344 5.0668 0.36
O 4.8825 1.4923 -4.5972 -0.51
O -0.2874 -0.0454 -3.8874 -0.59
C 7.8021 0.2942 -0.5977 -0.58
C 6.5189 -0.2108 -0.0356 -0.16
H 2.9343 4.2766 -0.9375 0.30
H 1.6173 0.6264 -4.2440 0.08
H 6.1357 2.1651 -3.1996 0.09
H 0.1400 1.5316 -0.4452 0.07
C -3.2406 -1.9897 6.2212 -0.36
H -0.3947 6.4770 4.4390 0.38
O 8.8901 -0.4442 -0.2324 -0.56
H 5.5718 0.8284 -4.6724 0.29
O -0.2607 -4.9409 -3.9658 -0.47
H -2.3422 -8.6527 -0.6161 0.33
C 1.0064 4.5462 -4.2600 -0.73
H 5.0606 -0.1676 4.4015 0.31
H 1.8793 4.0350 -4.6659 0.44
H 4.3570 -2.1130 3.2241 0.38
C -8.2424 -4.0738 1.5249 -0.25
H -2.4717 -0.7745 4.5859 0.16
H -8.6085 -2.6427 3.1747 0.34
H 2.4302 2.6078 -1.0773 -0.45
O -1.1054 -8.1531 -2.2713 -0.52
H 2.1020 3.7941 1.7043 0.34
C 4.5520 3.6405 -3.3054 0.18
H 0.1427 -1.5463 3.6008 0.16
H -0.8093 -5.7198 -7.6980 0.31
C 5.5262 2.5933 -3.9954 -0.31
H 0.2821 -5.3897 -4.6181 0.31
C 1.7213 3.5508 0.7123 -0.57
H 4.4015 -1.3003 1.6843 0.09
H 3.2222 0.9497 3.0432 0.34
C -1.3885 -8.1710 -0.8322 -0.23
H -0.1508 -3.7265 2.3683 0.43
H -2.0943 5.6507 -0.7252 0.11
C 4.2656 -1.1343 2.7530 -0.33
O 1.0378 2.2983 0.8560 -0.14
H -0.9277 3.5656 2.7935 0.27
O -5.0600 4.1151 -0.2018 -0.62
H 1.2484 -2.2000 5.3353 0.37
C 1.6714 -1.1451 -2.9782 -0.32
H 4.8599 3.8237 -2.2760 0.40
H -9.2780 -4.2130 1.2147 0.30
H -6.6105 -2.4863 3.2407 0.21
H -0.6872 -2.2251 5.0480 -0.33
H 2.4148 -0.8526 3.8353 0.09
O 4.3024 4.8311 -4.1343 -0.59
H -2.3035 -2.4978 6.4490 0.35
H -0.2174 0.5354 -3.1263 0.22
C -0.1167 -2.4528 4.1476 0.53
H 1.5977 1.7752 1.4343 0.15
O -0.2327 -6.0447 -0.1562 -0.52

(2)
28
Properties=species:S:1:pos:R:3:mulliken_charge:R:1 method="wB97M-V/def2-TZVPD" homo_energy_ev=-22.674 lumo_energy_ev=-18.311 charge=+4 gap_ev=4.36
H 0.8958 0.1788 1.4324 0.26
H 3.6483 0.6472 0.1368 0.54
C 1.7101 -1.0615 -0.1964 -0.83
H 0.0232 -2.2057 1.2371 0.49
B -2.4216 0.5705 0.1080 0.43
C 2.8015 1.0617 0.7007 -0.66
H 2.3410 -0.7745 1.8637 0.60
H -1.2087 -0.0491 -2.4159 0.30
H -2.0354 2.4940 -0.8632 0.45
Br -3.3850 -2.4016 -1.4466 0.19
H -2.8436 -1.9054 1.4760 0.02
H 2.2510 -2.0059 -0.0411 0.40
H -0.4097 1.5033 -2.6724 0.36
C 1.8912 -0.1378 1.0939 -0.06
H 2.2375 -0.5398 -1.0040 0.46
C -1.3426 1.0440 -2.2861 -1.07
C -1.5024 1.5145 -0.8449 -0.05
H -0.4043 -3.1615 -0.1798 0.38
H -0.5215 1.6920 -0.3848 0.09
O 0.3846 -1.3142 -0.6672 -0.30
H 3.2232 1.6236 1.6207 -0.77
C -0.4016 -2.1348 0.2256 -0.53
Si -2.1976 -1.4597 0.2050 0.36
O -3.3292 1.1245 0.8610 -0.11
H -2.1519 1.4196 -2.9186 0.40
Zr 4.0896 2.0140 3.3758 1.82
H -3.6376 0.5110 1.5629 0.36
H 2.2956 1.7528 0.0214 0.47

(3)
94
Properties=species:S:1:pos:R:3:mulliken_charge:R:1 method="wB97M-V/def2-TZVPD" homo_energy_ev="-4.762 / -5.082" lumo_energy_ev="1.952 / 1.068" charge=-1 spin_multiplicity=2 gap_ev="6.71 / 6.15"
Sb 1.2368 -1.7140 0.6752 0.59
C -0.3593 5.3373 -4.0753 -0.65
F -2.7162 -1.1067 5.8334 -0.32
H 0.2226 -4.8230 -5.1313 0.41
C 1.3194 1.5484 6.7917 -1.34
O 0.4872 1.5928 4.5354 -0.13
C -2.2105 -0.3495 -2.0453 -0.89
C -4.0100 -0.4428 2.4891 0.61
H 1.8198 0.9320 7.5423 0.40
C 2.3945 -3.2802 -2.2988 1.60
H -3.6977 -4.7656 0.3955 0.50
H 3.6038 -0.9897 -3.1722 0.68
C -1.4178 2.8127 -1.4396 0.44
O -1.8655 2.8718 -0.2638 -0.75
H 4.6620 3.5274 4.5130 0.29
N -2.1154 -1.8735 -0.2104 0.81
C 2.8848 -1.7530 2.0685 -1.22
F -5.5095 -1.7812 1.2352 -0.47
N -1.3162 1.6933 -2.1511 -0.60
C -0.1420 6.4463 -3.2788 -0.24
O -0.9495 3.0762 -4.3281 -0.76
C 1.3442 -3.1201 -4.4683 -0.47
C 2.4400 1.9651 -3.8178 -1.24
In -1.4420 0.9996 1.0241 1.10
N -1.6478 0.5936 -1.4008 0.29
H -0.6980 1.0875 -4.6226 0.51
H 2.7771 -0.9378 -4.7307 0.62
S -3.9037 0.7335 1.1906 -0.44
H 3.6814 -1.0920 1.7283 0.36
C 1.1039 -5.1454 -3.1918 -0.68
H 2.0923 0.4128 5.1282 0.25
H -1.1632 2.3029 -3.7454 0.65
Sb 1.2882 0.3931 -2.9060 0.91
H 2.0882 -5.1566 -1.2966 0.34
H 0.4900 -0.1048 5.6631 0.26
C 2.6472 -1.1525 -3.6687 -1.84
C -0.3285 6.3785 -1.9016 -0.84
H 0.0902 -4.1534 0.1860 0.32
C -3.4000 -1.2641 4.6956 0.22
C -3.3172 -0.3192 3.6898 -0.07
F -4.2894 -3.3000 5.4958 -0.34
H 3.6843 -1.8081 -1.3437 0.26
C -0.7474 5.1882 -1.3362 -0.56
H 2.5212 -1.4012 3.0318 0.16
P 1.3231 1.9017 3.1634 0.37
H 1.9217 2.4372 6.6010 0.25
H 2.8495 4.4409 2.2168 0.27
H 1.1454 -2.5539 -5.3712 0.33
C -3.3923 -3.8876 -0.1580 -1.04
H 3.4735 -3.3826 -0.4305 0.62
C -3.8608 -3.6422 -1.4372 -0.67
C -0.9685 4.0569 -2.1183 0.49
C 1.1264 0.7699 5.5062 -0.06
H 0.7139 -6.1493 -3.0814 0.41
H 1.8467 2.8787 -3.8424 0.25
C 1.8756 -4.5899 -2.1951 -0.58
H -0.6896 -0.6799 -4.4435 0.31
F -2.5418 0.7448 3.9037 -0.36
H 3.2722 -2.7689 2.1616 0.46
C 0.7006 -3.7796 1.0073 -1.59
C -2.5921 -1.6230 -1.4270 0.41
H -3.8116 -2.2479 -3.0834 0.49
O 2.1488 3.2380 3.7304 -0.27
H -2.4542 -0.1944 -3.0959 0.42
H 0.1423 -3.8399 1.9410 0.53
C -4.1992 -2.3795 4.5277 0.55
S -0.3450 -0.8236 2.2683 -0.56
C -2.5154 -2.9718 0.4115 -0.53
F -5.6873 -3.6132 3.1787 -0.36
H 3.8978 5.1163 4.3856 0.27
C -3.4547 -2.4891 -2.0902 -0.80
H 5.1371 4.6364 3.2132 0.39
C 2.1257 -2.5344 -3.4765 0.83
H 1.6047 -4.3859 1.0828 0.51
C 4.2966 4.2790 3.8118 -1.24
H -0.1507 7.2453 -1.2791 0.41
H -0.2150 5.3736 -5.1475 0.40
C -4.9110 -2.5316 3.3519 0.38
H 0.1783 7.3742 -3.7374 0.37
C -4.8094 -1.5754 2.3581 0.20
H 2.7233 1.6876 -4.8339 0.39
C 0.8287 -4.4024 -4.3388 -0.74
C -0.7631 4.1312 -3.5049 0.15
C 3.1327 -2.7288 -1.2241 -2.23
H 3.6265 2.8599 2.3283 0.37
H 3.3379 2.1514 -3.2288 0.37
H 0.3551 1.8675 7.1881 0.30
C 3.2224 3.6908 2.9215 -0.30
H -2.1151 -3.1123 1.4110 0.55
H 0.5009 0.1138 -5.5036 0.58
H -0.9056 5.0953 -0.2694 0.42
S -0.1537 2.8692 2.0508 -0.48
C -0.0612 0.2014 -4.5730 -1.46
H -4.5425 -4.3326 -1.9173 0.45

(4)
53
Properties=species:S:1:pos:R:3:mulliken_charge:R:1 method="wB97M-V/def2-TZVPD" homo_energy_ev="-5.341 / -6.517" lumo_energy_ev="2.364 / 0.456" charge=-1 spin_multiplicity=3 gap_ev="7.70 / 6.97"
O 3.0078 1.6025 3.0180 -0.79
F 3.9816 -0.7839 -2.9228 -0.26
H -4.1825 -1.7149 -2.0249 0.22
C -2.2900 -1.7993 -3.0205 -0.79
C -4.2843 -1.1124 2.3668 -0.59
C -3.6467 -1.5283 1.1822 -0.02
H -3.4629 -2.5826 1.0127 0.44
O -1.9433 2.1412 2.9646 -0.75
C -3.4300 0.8189 0.4916 0.44
C 3.6143 -1.9424 -0.3618 -2.08
H -1.3809 3.6516 1.0460 0.52
C 1.9194 -3.4611 -1.3843 0.70
F 2.5126 -2.0209 -3.9035 -0.25
N -1.2564 -0.8865 -1.2769 0.16
C -4.4828 0.2397 2.6333 -0.49
H 3.1124 -2.0645 0.5955 0.46
C -0.3485 3.5621 0.7317 -0.40
C -1.0898 -1.3759 -2.5524 -0.41
C 2.5917 -2.0684 -1.4908 1.30
C 2.2914 3.2762 -0.0713 -0.57
H 1.3773 1.1805 3.7517 0.53
F 4.2650 -2.9241 -3.0151 -0.29
S 2.8549 1.2188 1.6221 1.38
F 1.2009 -3.5361 -0.2470 -0.24
H -0.4536 5.1573 -0.6945 0.39
C -3.2053 -0.6087 0.2771 0.56
C -2.5286 -1.0160 -0.9626 -0.38
N -3.1884 -1.5744 -1.9997 0.08
F 1.0646 -3.7147 -2.3924 -0.27
C -4.0611 1.1936 1.7405 -0.28
H -0.1109 -1.3995 -2.9987 0.45
O 2.0875 -0.0535 1.5425 -0.64
C 1.7681 2.4404 0.9011 0.60
O -0.7755 -0.0399 1.7084 -0.56
H 4.4037 -2.6877 -0.4548 0.47
H -4.1867 2.2491 1.9239 0.30
C 1.4934 4.2573 -0.6450 -0.55
C 3.3376 -1.9547 -2.8422 0.50
F 2.7979 -4.4847 -1.3508 -0.29
C 0.4394 2.5762 1.3129 -0.43
O 0.4191 1.1539 3.9600 -0.57
H 3.3195 3.1367 -0.3756 0.53
H -2.5814 -2.2363 -3.9581 0.42
H 1.9057 4.9024 -1.4108 0.38
H 4.0382 -0.9407 -0.3801 0.40
H -4.5988 -1.8563 3.0868 0.39
As -0.5406 1.4220 2.5372 0.85
O -3.1365 1.6551 -0.3741 -0.67
H -4.9433 0.5411 3.5647 0.37
C 0.1761 4.4005 -0.2438 -0.70
O 1.6290 -1.0962 -1.5319 -0.93
Au 0.4378 -0.5319 0.0800 1.12
O 4.0620 1.2194 0.8351 -0.78

(5)
64
Properties=species:S:1:pos:R:3:mulliken_charge:R:1 method="wB97M-V/def2-TZVPD" homo_energy_ev=-13.366 lumo_energy_ev=-6.607 charge=+2 gap_ev=6.76
H 1.6446 1.2310 6.0783 0.45
H -3.8071 2.7757 2.4484 0.51
N 1.4859 0.2197 1.5517 0.51
C -2.1888 1.7428 1.4892 -0.10
C 2.7156 -0.1984 1.4324 0.51
C 0.3719 4.1465 0.0528 -0.50
C -2.9547 2.2011 -2.2697 -0.71
C 3.4253 -1.0521 -2.1312 -0.56
C -2.8100 2.3781 2.5680 -1.17
H 0.5505 3.6154 0.9873 0.13
C -1.6722 -2.7027 -0.6237 -0.22
H 5.1425 -2.0996 -2.8419 0.47
H -2.7102 1.6242 0.5491 0.56
C 2.7573 -0.5409 -1.0191 0.06
O -1.8474 2.7514 -1.5009 -0.45
C 4.6321 -1.7010 -1.9749 -0.56
C -2.5735 -4.1969 1.0953 -0.73
H 1.9755 1.7197 -2.9910 0.22
C -0.1246 1.8820 5.0986 -0.84
P -0.4055 2.1155 -1.5370 1.18
H -1.2451 -2.0134 -4.4521 0.48
H -3.7796 -5.8497 0.4144 0.42
H 1.3220 2.8951 -4.1743 0.33
H -0.5565 2.3369 5.9802 0.48
C -2.1423 2.4538 3.7602 -0.72
C 1.1895 1.9217 -3.7125 -0.62
C -0.8485 1.9009 3.8851 0.77
C -0.8124 -1.3443 -2.4442 -0.78
H 5.0327 -1.4480 1.3740 0.54
H 2.9852 -0.9311 -3.1119 0.47
C 4.5845 -1.3471 0.3933 -0.87
H -2.6673 -4.4699 2.1375 0.46
C -0.9521 -1.5639 -1.0931 0.73
O -0.1137 1.9238 -3.0586 -0.37
N -0.9618 1.2534 1.5625 0.46
C -2.2783 -3.5493 -1.5964 0.85
H -2.5746 -3.9457 -3.6899 0.43
H -3.0415 2.7683 -3.1911 0.29
C 1.0954 1.2724 5.1480 -1.16
C -0.2738 1.3178 2.7409 0.15
C -1.8412 -3.1053 0.7282 0.58
H -0.2528 -0.4914 -2.8069 0.47
Sn -0.0348 0.0098 -0.0036 1.94
C 5.2193 -1.8489 -0.7110 -0.50
C 3.3337 -0.7057 0.2578 0.24
C -1.3824 -2.2083 -3.3973 -1.28
H -0.6340 4.5589 0.0222 0.31
C -3.1973 -4.9903 0.1130 -0.78
O 0.5709 3.2498 -1.0664 -0.41
C 1.6646 0.6847 3.9996 -1.05
H 1.1039 4.9376 -0.0648 0.31
C 1.0138 0.7287 2.7930 0.68
H 2.6274 0.2038 4.1009 0.45
H -2.7868 1.1476 -2.4945 0.31
H 3.3490 -0.1652 2.3149 0.31
H -3.4896 -5.2890 -1.9718 0.43
H -3.8503 2.3213 -1.6676 0.31
O 1.6324 0.1526 -1.1694 -0.53
H -2.6040 2.9188 4.6228 0.48
H 1.1495 1.1461 -4.4707 0.28
C -3.0394 -4.6765 -1.2013 -0.94
Br 6.8745 -2.7205 -0.5474 -0.13
C -2.1129 -3.2763 -2.9750 -0.76
I -0.8820 -2.0755 2.2617 0.18

(6)
52
Properties=species:S:1:pos:R:3:mulliken_charge:R:1 method="wB97M-V/def2-TZVPD" homo_energy_ev=-10.181 lumo_energy_ev=-2.950 charge=+1 gap_ev=7.23
C 0.0923 1.3929 3.6066 0.03
H -1.7270 3.7949 0.8056 0.40
H -2.5938 2.3809 1.4627 0.36
F -0.7880 -2.1108 4.1100 -0.32
H 1.3405 -3.3647 -1.2689 0.59
C -2.1252 -0.6639 -1.7227 0.47
C -2.2827 -2.6360 -3.0719 -0.41
F 0.3119 1.2991 7.2140 -0.30
C -2.7227 0.6058 -1.1281 -1.29
H 2.8059 -0.0990 -5.2518 0.28
Cd 0.2087 0.4079 0.2868 1.17
C -0.9511 -2.9007 -2.7835 -0.68
H 1.8398 -2.0216 -2.3654 0.42
C 0.0794 0.8895 5.9558 0.48
H 1.4800 2.9962 -2.6964 0.29
H -3.4405 1.0873 -1.8067 0.54
H -2.3411 3.2376 -2.4571 0.41
H 4.2168 -0.7652 0.4392 0.41
H -3.2485 0.3308 -0.2012 0.42
H -3.2990 3.3220 0.1218 0.43
P 1.9350 -1.2973 -0.1923 0.79
P -1.5057 1.9045 -0.6312 0.78
H 4.1724 -2.0554 -0.7869 0.39
H 3.8723 -0.3683 -1.2679 0.35
H 2.3428 2.5986 -1.5176 0.27
C -0.2570 -2.0538 -1.9075 0.37
C -1.3486 2.8652 -2.1655 -1.32
O -0.7010 -0.2773 2.1123 -1.00
H 2.8821 0.7720 -4.0057 0.30
C -0.5024 -0.8205 4.3851 -0.04
H 2.1770 -2.2035 2.0585 0.40
F 0.3669 2.2794 2.5977 -0.39
H -0.9576 2.2201 -2.9695 0.39
C 3.7163 -1.1093 -0.4752 -1.13
F 0.7366 3.0159 5.1663 -0.30
O 2.7717 -0.1404 -4.2909 -0.57
F -0.4510 -1.2738 6.7145 -0.28
C -2.8871 -1.5125 -2.5343 -0.82
C -0.2994 -0.4187 5.6817 0.37
H 2.2925 -3.4633 0.7761 0.45
H 0.6961 -2.7879 1.2424 0.37
H -2.8411 -3.2813 -3.7638 0.41
C 1.1966 -2.3168 -1.5557 -1.42
C 1.7625 -2.5598 1.1066 -1.42
C 0.3038 1.7722 4.9015 0.03
N -0.8799 -1.0081 -1.3437 0.15
H -0.6798 3.7230 -1.9889 0.37
C -2.3690 2.9463 0.5539 -1.29
H -0.3786 -3.6880 -3.2910 0.45
O 2.3002 2.5177 -2.4718 -0.55
C -0.3836 0.0978 3.3017 0.72
H -3.9388 -1.2598 -2.6875 0.49

(7)
10
Properties=species:S:1:pos:R:3:mulliken_charge:R:1 method="wB97M-V/def2-TZVPD" homo_energy_ev="-7.795 / -7.817" lumo_energy_ev="-0.195 / -0.066" charge=0 gap_ev="7.60 / 7.75"
H -0.9550 -2.9607 0.3683 0.31
H -1.1129 -1.0048 0.8029 0.22
H 0.6937 1.8490 -1.0755 0.24
S 1.0642 -1.6259 0.0046 -0.03
H -0.2112 0.7560 -0.0777 0.22
Cl 3.2679 0.1422 0.0256 -0.17
H 1.1270 1.7581 0.7297 0.28
C 0.8068 1.1511 -0.1298 -0.84
C 1.7071 -0.0100 -0.3904 0.36
C -0.5531 -1.9825 0.5394 -0.59

(8)
14
Properties=species:S:1:pos:R:3:mulliken_charge:R:1 method="wB97M-V/def2-TZVPD" homo_energy_ev=-9.504 lumo_energy_ev=0.837 charge=0 smiles="C=C.NCO" gap_ev=10.34
C -2.8447 3.2505 -0.2333 -0.42
H 1.0904 -1.4818 2.1672 0.23
H -1.5122 1.7116 0.1378 0.18
H -3.1544 4.0399 -0.9007 0.23
H 2.5387 -1.6435 1.4252 0.23
C 0.9747 -1.6692 0.1637 -0.03
H 0.3547 -0.8606 -0.2334 0.14
C -2.1387 2.1969 -0.6089 -0.43
H -3.0566 3.4224 0.8108 0.21
H 1.5973 -2.6370 -1.3890 0.30
O 1.9876 -2.0329 -0.7476 -0.51
N 1.6432 -1.1672 1.3791 -0.61
H 0.3487 -2.5298 0.4164 0.26
H -1.8788 1.9555 -1.6338 0.24